No. 1
ORCA calculation (ωB97M-V/def2-TZVPD) on the ion C5H6NO4S2 with charge -1.

Properties
E = -36630.6344 eV
Energy above the lowest of the compared OMol25 structures with the same formula, charge and spin = 327.6 kJ/mol
Orbital gap (spin up / spin down) = 7.14 / 7.07 eV
E_HOMO (spin up / spin down) = -5.65 / -5.60 eV

Structure (ORCA input):
```
! RIJCOSX wB97M-V def2-TZVPD def2/J DEFGRID3
* xyz -1 1
C -0.750 -0.194 1.245
C -2.233 -1.537 0.011
C -0.040 0.485 0.080
C 1.549 -1.404 -0.426
C 1.342 0.166 -0.089
N -1.626 -1.084 1.053
O -0.297 0.268 2.317
O -2.954 -2.516 -0.071
O 0.209 2.588 -1.455
O -1.700 2.578 0.038
S -1.751 -0.691 -1.585
S -0.413 2.141 -0.226
H 1.475 -1.830 0.565
H 2.462 -1.429 -0.968
H 0.589 -1.578 -0.997
H 1.891 0.736 -1.013
H 1.899 0.239 0.847
H 0.349 3.060 0.670
*
```

No. 2
ORCA calculation (ωB97M-V/def2-TZVPD) on the ion C5H6NOS2 with charge -1.

Properties
E = -30488.5060 eV
Energy above the lowest of the compared OMol25 structures with the same formula, charge and spin = 295.4 kJ/mol
Orbital gap = 5.89 eV
SMILES string = CC/C(=N/C=C=S)S[O-]
E_HOMO = -2.77 eV

Structure (ORCA input):
```
! RIJCOSX wB97M-V def2-TZVPD def2/J DEFGRID3
* xyz -1 1
C -3.223 0.168 -0.398
C -4.336 -0.368 -0.085
C -1.070 0.700 -0.127
C 1.015 -0.849 0.200
C 0.374 0.501 0.191
N -1.915 -0.266 -0.278
O -0.732 3.470 0.265
S -5.712 -0.997 0.246
S -1.701 2.360 -0.007
H -3.255 1.131 -0.949
H 0.356 -1.619 0.805
H 1.958 -0.887 0.598
H 1.150 -1.133 -0.951
H 1.013 1.006 -0.616
H 0.610 1.048 1.126
*
```